Entry 1:
Here is C17H24N4O4SeTi as an isolated structure in a non-equilibrium geometry from the Open Molecules 2025 dataset. Energies are from wB97M-V/def2-TZVPD.

For the orbital gap (spin up / spin down), the calculation gives 4.7614 / 8.1945 eV. Its HOMO energy (spin up / spin down) is -5.48 / -8.88 eV. The molar mass is 475.2 g mol⁻¹.

The geometry in ORCA input format:
```
! wB97M-V def2-TZVPD RIJCOSX def2/J DEFGRID3
* xyz 0 3
Ti -3.024 -6.421 -13.498
N -2.392 -5.295 -15.227
C -3.310 -5.526 -16.368
C -4.742 -5.505 -15.833
N -4.893 -6.441 -14.685
C -5.586 -7.735 -14.939
C -4.647 -8.912 -15.210
N -4.319 -9.672 -14.016
H -2.364 -4.329 -14.897
H -1.421 -5.533 -15.462
H -3.041 -6.512 -16.758
H -3.171 -4.790 -17.192
H -5.440 -5.784 -16.641
H -5.007 -4.489 -15.472
H -5.460 -5.965 -13.955
H -6.250 -7.617 -15.808
H -6.210 -7.948 -14.065
H -3.697 -8.504 -15.609
H -5.097 -9.508 -16.035
H -3.354 -9.998 -14.038
H -4.937 -10.428 -13.768
C -5.122 -6.003 -10.380
C -4.230 -5.296 -9.588
C -2.907 -5.677 -9.504
C -2.438 -6.728 -10.284
C -3.313 -7.384 -11.171
C -4.655 -7.011 -11.223
H -6.185 -5.776 -10.359
H -4.585 -4.423 -9.065
H -2.233 -5.155 -8.815
H -1.381 -7.004 -10.276
H -2.936 -8.251 -11.718
H -5.309 -7.577 -11.892
N -3.753 -4.348 -13.039
C -4.414 -3.368 -12.894
C -5.252 -2.199 -12.827
C -5.269 -1.273 -13.919
C -6.172 -0.216 -14.006
C -7.119 0.003 -13.010
C -7.146 -0.889 -11.938
C -6.249 -1.953 -11.851
H -4.552 -1.433 -14.718
H -6.108 0.415 -14.886
H -7.830 0.802 -13.093
H -7.890 -0.785 -11.135
H -6.341 -2.630 -11.027
O 0.596 -7.721 -12.325
Se -0.250 -6.926 -13.434
O 0.420 -6.384 -14.829
O -1.683 -7.859 -14.000
O -1.262 -5.623 -12.767
*
```

Entry 2:
Here is the molecule C17H24N4OS2 from the Open Molecules 2025 dataset. Energies are from wB97M-V/def2-TZVPD.

For the orbital gap, the calculation gives 8.4460 eV. Its SMILES is CCN(CC)C(=O)CSc1nc(N)c2c3c(sc2n1)C[C@H](C)CC3. Its HOMO energy is -7.94 eV. The molar mass is 364.5 g mol⁻¹.

The geometry in ORCA input format:
```
! wB97M-V def2-TZVPD RIJCOSX def2/J DEFGRID3
* xyz 0 1
C 2.769 5.790 0.651
C 3.448 4.424 0.587
N 2.591 3.392 0.027
C 1.901 2.503 0.936
C 0.566 3.061 1.431
C 2.445 3.390 -1.316
O 3.009 4.202 -2.026
C 1.542 2.337 -1.939
S 2.335 0.685 -1.987
C 1.093 -0.317 -1.269
N 1.334 -1.618 -1.320
C 0.443 -2.455 -0.800
N 0.733 -3.769 -0.913
C -0.744 -1.962 -0.203
C -1.875 -2.582 0.418
C -2.759 -1.674 0.900
S -2.281 -0.015 0.608
C -0.843 -0.561 -0.190
N 0.048 0.269 -0.712
C -4.034 -1.985 1.603
C -4.016 -3.431 2.113
C -3.141 -3.557 3.358
C -3.547 -4.350 0.981
C -2.109 -4.056 0.552
H 1.883 5.763 1.280
H 2.481 6.096 -0.351
H 3.462 6.524 1.054
H 3.762 4.106 1.583
H 4.329 4.503 -0.057
H 1.727 1.546 0.447
H 2.559 2.320 1.790
H -0.066 3.339 0.592
H 0.717 3.936 2.058
H 0.049 2.303 2.013
H 1.372 2.627 -2.975
H 0.598 2.203 -1.414
H 0.247 -4.450 -0.360
H 1.648 -3.989 -1.268
H -4.871 -1.845 0.911
H -4.181 -1.289 2.432
H -5.038 -3.717 2.383
H -3.586 -3.011 4.187
H -3.042 -4.600 3.652
H -2.150 -3.148 3.179
H -4.210 -4.207 0.125
H -3.625 -5.393 1.293
H -1.413 -4.470 1.290
H -1.919 -4.547 -0.407
*
```

Entry 3:
Here is C17H25BBr30I2O2PS2 as an isolated structure from the Open Molecules 2025 dataset. Energies are from wB97M-V/def2-TZVPD.

For the orbital gap, the calculation gives 6.5202 eV. Its HOMO energy is -5.77 eV. The molar mass is 3018.2 g mol⁻¹.

The geometry in ORCA input format:
```
! wB97M-V def2-TZVPD RIJCOSX def2/J DEFGRID3
* xyz -1 1
C 2.996 0.472 0.811
C 1.639 1.071 1.215
C 0.610 0.128 1.875
S -1.151 0.616 1.382
O 0.721 0.167 3.244
B 0.357 -1.172 3.860
C 1.593 -1.710 4.831
I 3.078 -2.985 3.847
C 2.411 -0.706 5.642
C 3.288 0.282 4.870
I 1.048 0.372 6.944
O 0.098 -2.014 2.638
C 0.752 -1.387 1.584
P 0.191 -2.034 -0.031
S -0.036 -3.966 -0.236
H 3.428 1.056 -0.010
H 3.717 0.489 1.634
H 2.930 -0.559 0.453
H 1.201 1.590 0.358
H 1.826 1.839 1.980
H -1.181 1.686 2.193
H -0.640 -1.128 4.553
H 1.165 -2.427 5.539
H 3.025 -1.243 6.369
H 3.488 1.187 5.449
H 2.799 0.568 3.938
H 4.249 -0.190 4.640
H 1.833 -1.605 1.595
H -0.944 -1.284 -0.385
H 1.167 -1.479 -0.882
C 6.298 2.864 -0.137
Br 6.656 1.071 0.447
Br 5.656 2.897 -1.953
Br 5.087 3.775 1.043
H 7.234 3.403 -0.120
C -0.575 -4.859 -3.672
Br -0.900 -6.719 -3.323
Br 1.122 -4.584 -4.534
Br -2.002 -4.075 -4.699
H -0.532 -4.354 -2.711
C 0.116 -6.166 5.410
Br 0.747 -5.279 7.015
Br -0.336 -4.900 4.061
Br 1.419 -7.450 4.800
H -0.764 -6.725 5.697
C -2.218 0.073 -4.935
Br -1.266 -0.469 -3.363
Br -2.516 1.974 -4.932
Br -1.340 -0.500 -6.547
H -3.186 -0.407 -4.905
C 8.357 -2.736 0.066
Br 9.045 -4.529 -0.067
Br 6.652 -2.695 0.942
Br 9.624 -1.564 0.917
H 8.215 -2.374 -0.943
C -4.679 5.316 -4.133
Br -3.862 5.022 -2.418
Br -3.356 5.466 -5.517
Br -5.967 3.939 -4.530
H -5.216 6.252 -4.086
C 0.046 4.464 1.645
Br 1.365 5.165 2.856
Br -1.620 5.414 1.778
Br 0.700 4.422 -0.155
H -0.139 3.440 1.939
C -7.180 6.634 -9.098
Br -6.924 5.692 -7.448
Br -6.491 8.427 -9.014
Br -6.420 5.662 -10.579
H -8.244 6.701 -9.280
C 0.052 -6.639 10.534
Br 0.054 -8.503 10.073
Br -1.588 -6.127 11.396
Br 1.584 -6.174 11.598
H 0.121 -6.081 9.610
C -9.593 4.108 -11.747
Br -9.082 2.261 -11.848
Br -10.839 4.582 -13.132
Br -10.273 4.555 -10.004
H -8.700 4.698 -11.896
*
```

Entry 4:
Here is C17H25BrCrN3OSSb as an isolated structure from the Open Molecules 2025 dataset. Energies are from wB97M-V/def2-TZVPD.

For the orbital gap (spin up / spin down), the calculation gives 6.2237 / 6.8579 eV. Its HOMO energy (spin up / spin down) is -13.38 / -13.38 eV. The molar mass is 573.1 g mol⁻¹.

The geometry in ORCA input format:
```
! wB97M-V def2-TZVPD RIJCOSX def2/J DEFGRID3
* xyz 2 5
Cr -0.290 -0.017 0.336
O -4.793 -2.196 3.843
C -3.829 -1.628 3.141
C -3.411 -0.300 3.305
C -2.404 0.171 2.508
N -1.796 -0.585 1.566
C -2.210 -1.854 1.436
Br -1.285 -2.846 0.120
C -3.203 -2.426 2.177
H -5.194 -1.595 4.490
H -3.866 0.348 4.043
H -2.052 1.190 2.613
H -3.504 -3.455 2.035
N -3.177 1.726 -5.845
C -3.774 1.784 -4.645
S -5.338 2.208 -4.441
C -2.921 1.395 -3.462
C -3.422 1.561 -2.175
C -2.669 1.188 -1.091
N -1.437 0.650 -1.208
C -0.947 0.490 -2.449
C -1.644 0.848 -3.581
H -3.723 1.969 -6.657
H -2.213 1.491 -5.990
H -4.409 1.984 -2.042
H -3.054 1.317 -0.088
H 0.042 0.052 -2.539
H -1.170 0.672 -4.535
C 4.039 1.317 1.989
C 3.080 0.608 2.944
Sb 1.761 -0.731 1.944
C 3.118 -2.158 1.112
C 4.201 -2.627 2.080
C 0.817 -1.772 3.570
C 1.676 -1.924 4.826
H 4.721 1.954 2.554
H 3.513 1.955 1.278
H 4.650 0.611 1.424
H 2.460 1.309 3.501
H 3.610 -0.014 3.665
H 3.552 -1.684 0.231
H 2.499 -2.985 0.762
H 4.767 -1.797 2.504
H 4.910 -3.263 1.549
H 3.790 -3.215 2.899
H 0.511 -2.739 3.165
H -0.093 -1.212 3.798
H 2.571 -2.516 4.650
H 1.101 -2.428 5.604
H 1.984 -0.959 5.228
*
```

Entry 5:
Here is a 4-piece molecular cluster, C17H25ClFN4 overall in a non-equilibrium geometry from the Open Molecules 2025 dataset. Energies are from wB97M-V/def2-TZVPD.

For the orbital gap, the calculation gives 5.9766 eV. Its HOMO energy is -3.09 eV. The molar mass is 339.9 g mol⁻¹.

The geometry in ORCA input format:
```
! wB97M-V def2-TZVPD RIJCOSX def2/J DEFGRID3
* xyz -1 1
C 1.261 1.048 -0.133
C 0.859 1.580 -1.634
Cl 0.279 3.371 -1.645
C -0.236 0.560 -2.379
N -0.828 -0.463 -1.434
C -2.245 -0.116 -1.027
C -2.486 1.474 -0.671
F -3.284 -0.648 -1.986
H 1.866 0.026 -0.260
H 2.029 1.788 0.394
H 0.330 0.895 0.587
H 1.868 1.587 -2.265
H -1.029 1.145 -3.028
H 0.420 -0.052 -3.168
H -2.455 -0.707 -0.011
H -1.689 1.824 0.142
H -2.361 2.196 -1.609
H -3.594 1.683 -0.278
N -2.021 -3.250 1.723
C -1.693 -4.421 2.356
C -2.615 -4.636 3.357
C -3.534 -3.560 3.322
C -3.146 -2.721 2.301
H -1.514 -2.841 0.949
H -0.834 -4.998 2.043
H -2.624 -5.477 4.038
H -4.388 -3.414 3.970
H -3.571 -1.795 1.939
N 3.807 2.169 -4.340
C 4.604 1.069 -4.158
C 4.736 0.434 -5.373
C 3.997 1.180 -6.321
C 3.436 2.248 -5.657
H 3.535 2.821 -3.615
H 5.007 0.832 -3.182
H 5.304 -0.469 -5.556
H 3.887 0.963 -7.376
H 2.805 3.054 -6.008
N -0.712 -0.376 4.029
C 0.378 -0.288 4.856
C 0.434 0.997 5.349
C -0.663 1.706 4.806
C -1.356 0.834 3.996
H -0.997 -1.204 3.522
H 1.018 -1.143 5.020
H 1.184 1.380 6.029
H -0.921 2.742 4.986
H -2.248 0.970 3.400
*
```

Entry 6:
Here is an isolated ion of composition C17H25ClNO2S and charge +1 from the Open Molecules 2025 dataset. Energies are from wB97M-V/def2-TZVPD.

Its energy above the lowest of the compared OMol25 structures with the same formula, charge and spin is 19.1 kJ/mol. For the orbital gap, the calculation gives 8.9303 eV. Its SMILES is CCOC(=O)[C@H]1CC[N@H+](CCCSc2ccc(Cl)cc2)CC1. Its HOMO energy is -11.01 eV. The molar mass is 342.9 g mol⁻¹.

The geometry in ORCA input format:
```
! wB97M-V def2-TZVPD RIJCOSX def2/J DEFGRID3
* xyz 1 1
C -1.607 0.213 -6.039
C -0.655 0.628 -4.936
O -1.429 1.171 -3.847
C -0.852 1.321 -2.691
O 0.311 1.047 -2.451
C -1.796 1.897 -1.638
C -1.325 3.298 -1.228
C 0.072 3.266 -0.595
N 0.352 1.951 0.030
C 1.568 1.969 0.878
C 2.809 1.594 0.065
C 3.071 0.089 0.003
S 1.591 -0.895 -0.432
C 0.913 -1.502 1.098
C 1.441 -1.294 2.365
C 0.798 -1.813 3.477
C -0.373 -2.539 3.331
Cl -1.175 -3.168 4.721
C -0.898 -2.765 2.064
C -0.257 -2.249 0.959
C -0.871 1.449 0.687
C -1.852 0.988 -0.394
H -2.291 -0.552 -5.682
H -1.038 -0.185 -6.873
H -2.184 1.067 -6.381
H 0.038 1.403 -5.278
H -0.072 -0.218 -4.559
H -2.783 1.968 -2.098
H -2.053 3.702 -0.524
H -1.312 3.959 -2.095
H 0.840 3.449 -1.348
H 0.146 4.043 0.169
H 0.538 1.294 -0.789
H 1.681 2.964 1.313
H 1.434 1.259 1.695
H 2.709 1.980 -0.950
H 3.687 2.067 0.509
H 3.791 -0.126 -0.785
H 3.469 -0.294 0.939
H 2.360 -0.752 2.518
H 1.216 -1.654 4.458
H -1.798 -3.347 1.948
H -0.647 -2.433 -0.031
H -0.622 0.606 1.333
H -1.292 2.246 1.304
H -1.614 -0.038 -0.680
H -2.859 0.989 0.019
*
```

Entry 7:
Here is the molecule C17H25F3N4O3 from the Open Molecules 2025 dataset. Energies are from wB97M-V/def2-TZVPD.

Its energy above the lowest of the compared OMol25 structures with the same formula, charge and spin is 30.0 kJ/mol. For the orbital gap, the calculation gives 9.3906 eV. Its SMILES is CCCNC(=O)[C@H](c1n[nH]cc1C)N1CC[C@@H](C(F)(F)F)C[C@H]1C(=O)OC. Its HOMO energy is -8.72 eV. The molar mass is 390.4 g mol⁻¹.

The geometry in ORCA input format:
```
! wB97M-V def2-TZVPD RIJCOSX def2/J DEFGRID3
* xyz 0 1
C -2.641 3.383 -1.338
C -3.707 2.447 -0.783
C -3.548 1.016 -1.282
N -2.315 0.397 -0.823
C -1.282 0.133 -1.655
O -1.257 0.452 -2.827
C -0.075 -0.610 -1.050
C -0.176 -2.081 -1.327
N -1.342 -2.692 -1.448
N -1.028 -3.976 -1.648
C 0.308 -4.194 -1.651
C 0.910 -2.979 -1.439
C 2.365 -2.644 -1.364
N 0.284 -0.391 0.352
C -0.474 -1.065 1.390
C 0.360 -1.191 2.657
C 0.766 0.204 3.126
C 1.619 0.145 4.370
F 2.773 -0.520 4.167
F 1.947 1.374 4.812
F 0.982 -0.478 5.380
C 1.482 0.956 2.008
C 0.630 0.970 0.738
C 1.365 1.686 -0.385
O 0.900 2.586 -1.030
O 2.586 1.174 -0.596
C 3.295 1.750 -1.702
H -2.769 4.396 -0.955
H -1.636 3.048 -1.075
H -2.692 3.422 -2.427
H -3.680 2.451 0.312
H -4.703 2.797 -1.067
H -4.389 0.399 -0.957
H -3.521 0.997 -2.371
H -2.304 -0.020 0.090
H 0.762 -0.243 -1.649
H -1.761 -4.645 -1.794
H 0.721 -5.177 -1.807
H 2.973 -3.545 -1.303
H 2.687 -2.083 -2.244
H 2.574 -2.026 -0.490
H -1.396 -0.516 1.664
H -0.773 -2.047 1.028
H -0.213 -1.703 3.431
H 1.251 -1.784 2.441
H -0.135 0.757 3.417
H 1.696 1.981 2.314
H 2.430 0.463 1.784
H -0.276 1.574 0.909
H 4.237 1.214 -1.758
H 2.723 1.627 -2.620
H 3.467 2.811 -1.530
*
```

Entry 8:
Here is the molecule C17H25F3N4O3 from the Open Molecules 2025 dataset. Energies are from wB97M-V/def2-TZVPD.

Its energy above the lowest of the compared OMol25 structures with the same formula, charge and spin is 36.6 kJ/mol. For the orbital gap, the calculation gives 9.4679 eV. Its SMILES is CCCNC(=O)[C@H](c1n[nH]cc1C)N1CC[C@@H](C(F)(F)F)C[C@H]1C(=O)OC. Its HOMO energy is -8.78 eV. The molar mass is 390.4 g mol⁻¹.

The geometry in ORCA input format:
```
! wB97M-V def2-TZVPD RIJCOSX def2/J DEFGRID3
* xyz 0 1
C 1.244 1.729 -3.684
C 2.625 1.632 -3.046
C 2.664 2.185 -1.624
N 1.792 1.462 -0.713
C 0.599 1.955 -0.305
O 0.174 3.045 -0.639
C -0.278 1.065 0.600
C -0.203 1.582 2.008
N 0.924 2.072 2.502
N 0.620 2.410 3.759
C -0.667 2.143 4.076
C -1.248 1.595 2.959
C -2.655 1.134 2.759
N -0.137 -0.394 0.548
C 0.939 -0.976 1.339
C 0.873 -2.492 1.380
C 0.855 -3.037 -0.042
C 0.872 -4.545 -0.070
F -0.202 -5.078 0.547
F 0.880 -5.024 -1.329
F 1.964 -5.042 0.545
C -0.365 -2.486 -0.763
C -0.344 -0.949 -0.775
C -1.678 -0.571 -1.412
O -1.858 -0.641 -2.600
O -2.653 -0.308 -0.531
C -3.938 -0.054 -1.121
H 1.264 1.373 -4.714
H 0.509 1.128 -3.146
H 0.887 2.760 -3.681
H 2.963 0.590 -3.038
H 3.354 2.186 -3.643
H 3.682 2.155 -1.230
H 2.330 3.222 -1.612
H 2.089 0.567 -0.370
H -1.285 1.290 0.244
H 1.323 2.832 4.338
H -1.068 2.369 5.051
H -3.159 0.997 3.716
H -3.232 1.857 2.179
H -2.674 0.186 2.220
H 1.950 -0.687 1.000
H 0.850 -0.582 2.349
H 1.725 -2.872 1.943
H -0.041 -2.806 1.892
H 1.767 -2.724 -0.564
H -0.421 -2.832 -1.794
H -1.263 -2.827 -0.240
H 0.410 -0.623 -1.509
H -4.602 0.150 -0.287
H -3.883 0.804 -1.789
H -4.276 -0.922 -1.683
*
```